Computed, not measured: C24H58GeN4OOsSi3 as an isolated structure, with ωB97M-V/def2-TZVPD.

```
92
Properties=species:S:1:pos:R:3:forces:R:3:mulliken_charge:R:1
Os -0.3257 -0.1589 -0.2085 0.654 2.614 1.829 1.426
C 2.9675 0.1254 1.2480 0.870 -0.586 0.279 -1.094
O 1.7228 0.6507 0.7926 -1.323 -0.486 -0.734 -0.551
Si 1.2599 2.2654 0.9613 0.268 0.810 0.722 0.688
C 2.4265 3.4651 0.0672 -0.625 -0.658 0.143 -1.300
C 1.1559 2.7014 2.8034 -0.054 -0.334 -0.900 -1.246
C -0.4819 1.8776 -0.0095 0.421 -1.202 -0.642 -0.365
Si -0.2980 2.3831 -1.9874 -0.319 -0.493 -0.753 0.498
C 1.2049 1.2897 -2.5258 -0.921 0.290 0.182 -0.828
C -0.0100 4.1931 -2.4438 -0.118 -0.273 0.559 -1.169
C -1.9251 1.7537 -2.7743 0.818 0.324 0.181 -0.952
Si -1.9665 2.9450 0.8282 -1.389 0.080 0.970 0.814
C -1.5779 4.7940 0.7090 0.246 -0.630 -0.467 -1.106
C -2.1521 2.5142 2.6943 0.270 0.030 -0.805 -1.387
C -3.5910 2.4585 -0.0516 0.713 0.428 0.204 -1.546
H 3.7925 0.6725 0.7961 0.010 0.058 -0.052 0.365
H 3.0428 -0.9203 0.9525 -0.017 0.052 0.020 0.357
H 3.0312 0.1955 2.3316 -0.030 0.013 0.072 0.342
H 3.3110 3.5954 0.6902 0.066 -0.101 0.239 0.468
H 1.9910 4.4527 -0.0384 -0.195 0.203 0.066 0.404
H 2.7717 3.1431 -0.9095 -0.034 -0.125 -0.149 0.383
H 2.1644 2.9400 3.1366 0.255 0.063 -0.081 0.513
H 0.7978 1.9095 3.4544 -0.129 -0.179 -0.037 0.411
H 0.5601 3.5863 2.9921 -0.157 0.237 -0.019 0.391
H 2.0640 1.9126 -2.7533 0.250 0.139 0.129 0.550
H 0.9830 0.7474 -3.4404 -0.082 -0.141 -0.145 0.506
H 1.5373 0.5740 -1.7639 0.290 -0.168 0.026 -0.025
H 0.9167 4.6202 -2.0748 0.133 -0.080 0.111 0.447
H -0.8204 4.8474 -2.1368 -0.125 -0.058 0.043 0.394
H 0.0262 4.2656 -3.5307 0.009 -0.338 -0.226 0.438
H -2.2492 0.7688 -2.4313 -0.034 -0.026 0.042 0.051
H -1.8038 1.7281 -3.8532 0.076 -0.008 -0.252 0.448
H -2.7335 2.4519 -2.5969 -0.174 0.118 0.130 0.432
H -0.6450 5.0878 1.1814 0.168 -0.019 0.124 0.366
H -2.3743 5.3303 1.2243 -0.223 -0.166 0.215 0.436
H -1.5735 5.1748 -0.3070 -0.002 0.003 -0.073 0.343
H -2.0006 3.4136 3.2828 0.071 0.243 0.042 0.554
H -1.4565 1.7811 3.0849 0.049 -0.061 0.086 0.311
H -3.1665 2.1847 2.9052 -0.157 -0.093 -0.078 0.612
H -3.8384 3.2053 -0.7993 -0.039 0.103 -0.215 0.439
H -4.4027 2.4881 0.6698 -0.064 -0.012 0.248 0.563
H -3.6010 1.4866 -0.5305 0.030 -0.191 -0.059 0.363
C 2.6247 -3.5602 -4.8989 0.502 -0.205 0.152 -1.355
C 1.4372 -4.2077 -4.2206 -0.516 -0.043 -0.366 0.081
C 1.3115 -4.0773 -2.7098 -0.374 -0.230 -0.212 -0.736
C 1.3564 -2.6819 -2.1016 0.444 0.231 -0.182 -0.772
Ge -0.4494 -1.7032 -2.2831 -0.037 -1.375 -0.509 0.327
C -0.8645 -1.2681 -4.2289 -0.156 0.366 -1.672 -0.934
C -2.1273 -2.0052 -4.6562 0.155 -1.456 2.398 -0.619
C -2.6155 -1.4887 -6.0235 0.711 1.544 -2.249 -0.617
C -1.7524 -1.8340 -7.2062 0.494 0.106 0.945 -1.066
H 2.5228 -3.6432 -5.9790 -0.004 0.118 -0.030 0.416
H 3.5515 -4.0854 -4.6464 -0.081 0.090 0.043 0.381
H 2.7707 -2.5127 -4.6357 -0.067 0.162 -0.081 0.299
H 1.4419 -5.2770 -4.4643 -0.067 0.149 0.147 0.458
H 0.5126 -3.8304 -4.6844 -0.064 -0.017 0.031 -0.228
H 2.1544 -4.6275 -2.2625 -0.025 0.151 0.214 0.475
H 0.4084 -4.6079 -2.3869 0.109 -0.096 0.128 0.333
H 2.1328 -2.0711 -2.5575 -0.038 0.214 -0.017 0.604
H 1.5827 -2.7691 -1.0354 -0.266 0.237 0.183 0.367
H -1.5197 -2.7911 -1.9610 -0.015 0.459 0.218 -0.031
H -0.0019 -1.5894 -4.8164 0.135 0.002 0.197 0.700
H -0.9861 -0.1995 -4.3814 0.203 0.272 0.407 0.608
H -2.9289 -1.8323 -3.9332 -0.207 -0.040 -0.233 0.459
H -1.9471 -3.0794 -4.7069 -0.054 -0.019 0.002 0.448
H -2.8107 -0.4144 -5.9915 -0.125 -0.017 -0.040 0.354
H -3.5972 -1.9674 -6.1649 -0.376 -0.432 0.700 0.398
H -0.9398 -1.1218 -7.3745 0.017 0.033 -0.080 0.338
H -2.3498 -1.7503 -8.1234 -0.316 0.002 -0.208 0.395
H -1.3488 -2.8415 -7.1457 -0.096 -0.152 -0.160 0.342
C -0.8355 -1.0529 2.5539 0.651 0.323 1.574 -0.135
N -1.4266 -1.2763 1.1760 0.875 0.792 -1.357 -0.401
C -1.4347 -2.7888 1.0080 -0.119 -1.530 -0.342 -0.334
N -2.1663 -3.4183 2.0553 0.209 -0.659 -0.341 0.261
C -1.5710 -3.1628 3.3596 0.228 -0.079 -0.011 -0.692
N -1.5938 -1.7215 3.5598 0.587 0.373 0.553 0.306
C -2.9700 -1.2450 3.5996 0.022 0.223 0.033 -0.628
N -3.5653 -1.5453 2.3065 -0.591 0.400 -0.367 0.249
C -2.8834 -0.8547 1.2589 -1.470 0.411 0.084 0.017
C -3.5570 -2.9846 2.0740 -0.106 -0.012 -0.230 -0.692
H -0.8309 0.0220 2.7520 -0.007 -0.141 -0.118 -0.473
H 0.1913 -1.4386 2.5667 -0.126 0.058 -0.174 0.315
H -0.4014 -3.1530 1.0201 -0.013 0.175 -0.017 0.134
H -1.9020 -3.0363 0.0493 0.049 0.189 0.180 0.244
H -0.5481 -3.5418 3.3994 -0.002 0.037 -0.030 0.310
H -2.1511 -3.6612 4.1371 0.049 0.059 -0.061 0.365
H -2.9933 -0.1676 3.7779 0.010 -0.073 0.036 0.179
H -3.5169 -1.7472 4.3990 0.050 0.041 -0.099 0.374
H -2.9202 0.2232 1.4442 0.114 -0.153 -0.029 -0.489
H -3.3652 -1.0844 0.3018 0.194 0.022 0.046 0.256
H -4.0434 -3.2199 1.1241 0.027 0.033 0.039 0.307
H -4.0907 -3.5001 2.8735 0.030 0.072 -0.075 0.359
```
Positions in Å, forces in eV/Å.

Summary:
Net charge: +4
DFT total energy (eV): -116407.2070
Multiplicity: 5
E_HOMO (alpha / beta) (eV): -19.68 / -19.50
Energy above the lowest of the compared OMol25 structures with the same formula, charge and spin (kcal per mole): 55.1
Lowest unoccupied orbital energy (alpha / beta) (eV): -14.495 / -16.542